ORCA calculation (ωB97M-V/def2-TZVPD) on a molecular structure, C26H43MnN3OS2Si3Te.

The geometry in XYZ format:
```
80
Properties=species:S:1:pos:R:3
Mn 0.047 0.102 -0.300
C 5.093 -1.879 -0.332
S 3.897 -2.961 -1.140
C 2.402 -2.011 -0.963
S 2.454 -0.295 -1.252
N 1.369 -2.746 -0.723
N 0.202 -2.000 -0.667
C -0.883 -2.549 -1.065
C -2.099 -1.729 -1.094
C -3.270 -2.344 -1.445
C -4.406 -1.490 -1.685
C -4.338 -0.190 -1.377
C -3.141 0.389 -0.665
N -1.930 -0.403 -0.861
H 6.060 -2.371 -0.428
H 4.854 -1.765 0.724
H 5.129 -0.909 -0.820
H -0.893 -3.576 -1.423
H -3.296 -3.404 -1.643
H -5.288 -1.892 -2.168
H -5.159 0.480 -1.606
H -3.381 0.423 0.425
C 2.714 1.135 1.755
O 1.436 0.526 1.606
Si 0.671 -0.233 2.905
C 1.447 -1.912 3.100
C 1.020 0.765 4.453
C -1.100 -0.180 2.432
Si -2.182 -1.635 2.900
C -2.247 -1.728 4.779
C -1.479 -3.256 2.254
C -3.937 -1.538 2.251
Si -1.688 1.395 2.099
C -0.577 2.807 1.551
C -3.355 2.115 2.488
C -2.930 1.842 -1.088
H 2.635 2.035 2.369
H 3.092 1.388 0.769
H 3.420 0.445 2.225
H 2.498 -1.793 3.378
H 1.402 -2.486 2.174
H 0.966 -2.494 3.886
H 2.067 0.716 4.759
H 0.416 0.385 5.278
H 0.758 1.816 4.316
H -1.245 -1.739 5.213
H -2.756 -2.637 5.106
H -2.780 -0.873 5.201
H -0.934 -3.797 3.027
H -0.801 -3.108 1.413
H -2.293 -3.898 1.910
H -4.474 -0.630 2.521
H -4.496 -2.377 2.673
H -3.964 -1.642 1.163
H 0.174 3.002 2.320
H -1.178 3.706 1.409
H -0.015 2.641 0.627
H -3.227 2.767 3.358
H -4.097 1.362 2.736
H -3.727 2.728 1.667
H -2.874 1.929 -2.171
H -2.002 2.251 -0.682
H -3.757 2.466 -0.741
C 0.355 -0.682 -4.036
Te 0.327 1.275 -3.193
C -1.377 1.481 -4.481
C -1.086 0.561 -5.638
C -1.654 0.735 -6.893
C -1.374 -0.154 -7.919
C -0.523 -1.226 -7.694
C 0.047 -1.406 -6.443
C -0.228 -0.517 -5.412
H -0.266 -1.326 -3.412
H 1.375 -1.056 -4.033
H -1.511 2.515 -4.791
H -2.262 1.148 -3.939
H -2.315 1.576 -7.068
H -1.815 -0.006 -8.896
H -0.297 -1.917 -8.495
H 0.719 -2.237 -6.266
```

Values from the calculation:
Total energy (eV): -118096.67776
Multiplicity: 6
Gap between HOMO and LUMO (spin up / spin down) (eV): 6.771 / 6.702
LUMO energy (spin up / spin down) (eV): 0.09 / 0.01

Calculated atomic charges, method Mulliken, unit e: atom 1 (Mn): 0.13, atom 2 (C): -0.75, atom 3 (S): -0.07, atom 4 (C): 0.21, atom 5 (S): -0.58, atom 6 (N): -1.65, atom 7 (N): 2.16, atom 8 (C): -1.80, atom 9 (C): 1.39, atom 10 (C): -1.12, atom 11 (C): -0.80, atom 12 (C): -1.06, atom 13 (C): 1.49, atom 14 (N): 1.08, atom 15 (H): 0.36, atom 16 (H): 0.19, atom 17 (H): 0.26, atom 18 (H): 0.30, atom 19 (H): 0.50, atom 20 (H): 0.44, atom 21 (H): 0.46, atom 22 (H): -0.69, atom 23 (C): -1.12, atom 24 (O): 0.00, atom 25 (Si): -0.15, atom 26 (C): -0.99, atom 27 (C): -1.23, atom 28 (C): 1.10, atom 29 (Si): 0.16, atom 30 (C): -1.21, atom 31 (C): -0.96, atom 32 (C): -0.98, atom 33 (Si): -0.23, atom 34 (C): -0.94, atom 35 (C): -1.10, atom 36 (C): -1.64, atom 37 (H): 0.28, atom 38 (H): 0.37, atom 39 (H): 0.25, atom 40 (H): 0.42, atom 41 (H): 0.30, atom 42 (H): 0.29, atom 43 (H): 0.35, atom 44 (H): 0.33, atom 45 (H): 0.36, atom 46 (H): 0.30, atom 47 (H): 0.36, atom 48 (H): 0.29, atom 49 (H): 0.49, atom 50 (H): 0.00, atom 51 (H): 0.45, atom 52 (H): 0.29, atom 53 (H): 0.48, atom 54 (H): 0.22, atom 55 (H): 0.30, atom 56 (H): 0.48, atom 57 (H): 0.21, atom 58 (H): 0.47, atom 59 (H): 0.29, atom 60 (H): 0.36, atom 61 (H): 0.31, atom 62 (H): -0.03, atom 63 (H): 0.48, atom 64 (C): -0.73, atom 65 (Te): 0.25, atom 66 (C): -1.07, atom 67 (C): 0.32, atom 68 (C): -0.75, atom 69 (C): -0.52, atom 70 (C): -0.59, atom 71 (C): -0.65, atom 72 (C): 0.59, atom 73 (H): 0.07, atom 74 (H): 0.64, atom 75 (H): 0.60, atom 76 (H): 0.28, atom 77 (H): 0.44, atom 78 (H): 0.39, atom 79 (H): 0.40, atom 80 (H): 0.46

=====

ORCA calculation (ωB97M-V/def2-TZVPD) on a molecular structure, C26H43MnN3S2.

The geometry in XYZ format:
```
75
Properties=species:S:1:pos:R:3
Mn 0.219 0.063 -2.049
S -0.232 2.548 -2.539
S -0.320 -2.429 -2.385
C -2.046 2.686 -2.387
C -0.090 2.433 -4.363
C -0.740 1.197 -4.960
N -0.128 -0.026 -4.402
C -0.753 -1.267 -4.896
C -0.137 -2.464 -4.194
H 0.977 2.504 -4.614
H -0.584 3.329 -4.744
H -0.596 1.234 -6.051
H -1.814 1.185 -4.751
H -0.583 -1.378 -5.979
H -1.831 -1.224 -4.718
H 0.942 -2.541 -4.397
H -0.621 -3.386 -4.521
C -2.135 -2.552 -2.248
H 0.834 -0.048 -4.776
H -2.653 -1.720 -2.738
H -2.362 -2.545 -1.177
H -2.450 -3.506 -2.683
H -2.253 2.798 -1.316
H -2.546 1.787 -2.766
H -2.396 3.574 -2.925
C 2.463 0.358 -3.349
C 3.409 0.491 -2.385
H 1.990 1.258 -3.750
H 2.490 -0.577 -3.934
H 3.506 1.423 -1.816
H 4.233 -0.243 -2.323
C -5.037 0.867 3.261
C -3.518 0.779 3.427
C -3.006 2.110 4.002
C -3.207 -0.346 4.432
C -2.800 0.506 2.109
C -3.434 0.420 0.855
C -2.649 0.262 -0.299
N -1.303 0.189 -0.283
C -0.690 0.196 0.941
C -1.412 0.372 2.135
C 0.748 -0.071 0.896
C 1.567 -0.241 2.035
C 2.919 -0.567 1.868
C 3.388 -0.765 0.561
C 2.457 -0.916 -0.457
N 1.246 -0.348 -0.349
C 3.893 -0.826 3.009
C 4.502 -2.222 2.801
C 5.022 0.215 2.939
C 3.209 -0.760 4.378
H -5.503 1.087 4.233
H -5.455 -0.081 2.896
H -5.318 1.665 2.563
H -3.510 2.338 4.952
H -1.926 2.079 4.189
H -3.205 2.932 3.300
H -3.568 -1.313 4.051
H -2.131 -0.433 4.625
H -3.711 -0.142 5.389
H -4.514 0.499 0.735
H -3.110 0.221 -1.285
H -0.877 0.418 3.091
H 1.073 -0.149 3.002
H 4.447 -0.867 0.310
H 2.625 -1.523 -1.346
H 4.968 -2.326 1.812
H 5.264 -2.423 3.561
H 3.717 -2.988 2.871
H 4.626 1.219 3.150
H 5.790 -0.030 3.686
H 5.493 0.243 1.947
H 2.765 0.230 4.538
H 2.421 -1.522 4.443
H 3.949 -0.950 5.166
```

Values from the calculation:
Total energy (eV): -85108.50821
Multiplicity: 6
Total charge: +2
Gap between HOMO and LUMO (spin up / spin down) (eV): 8.443 / 8.317
LUMO energy (spin up / spin down) (eV): -5.87 / -6.09

Calculated atomic charges, method Mulliken, unit e: atom 1 (Mn): 0.52, atom 2 (S): -0.05, atom 3 (S): 0.02, atom 4 (C): -0.81, atom 5 (C): -0.88, atom 6 (C): -0.83, atom 7 (N): -0.08, atom 8 (C): -0.94, atom 9 (C): -0.70, atom 10 (H): 0.61, atom 11 (H): 0.55, atom 12 (H): 0.41, atom 13 (H): 0.46, atom 14 (H): 0.39, atom 15 (H): 0.45, atom 16 (H): 0.37, atom 17 (H): 0.52, atom 18 (C): -0.97, atom 19 (H): 0.27, atom 20 (H): 0.22, atom 21 (H): 0.35, atom 22 (H): 0.46, atom 23 (H): 0.32, atom 24 (H): 0.19, atom 25 (H): 0.44, atom 26 (C): -0.76, atom 27 (C): -0.70, atom 28 (H): 0.31, atom 29 (H): 0.25, atom 30 (H): 0.30, atom 31 (H): 0.45, atom 32 (C): -2.03, atom 33 (C): 1.68, atom 34 (C): -1.49, atom 35 (C): -1.48, atom 36 (C): 0.73, atom 37 (C): -0.90, atom 38 (C): -1.34, atom 39 (N): 0.79, atom 40 (C): -0.20, atom 41 (C): -0.10, atom 42 (C): -1.01, atom 43 (C): -0.01, atom 44 (C): 0.83, atom 45 (C): -0.94, atom 46 (C): -1.00, atom 47 (N): 0.25, atom 48 (C): 1.69, atom 49 (C): -1.50, atom 50 (C): -1.49, atom 51 (C): -1.97, atom 52 (H): 0.41, atom 53 (H): 0.40, atom 54 (H): 0.41, atom 55 (H): 0.44, atom 56 (H): 0.32, atom 57 (H): 0.37, atom 58 (H): 0.37, atom 59 (H): 0.30, atom 60 (H): 0.45, atom 61 (H): 0.54, atom 62 (H): 0.71, atom 63 (H): 0.33, atom 64 (H): 0.57, atom 65 (H): 0.50, atom 66 (H): 0.72, atom 67 (H): 0.33, atom 68 (H): 0.44, atom 69 (H): 0.37, atom 70 (H): 0.37, atom 71 (H): 0.45, atom 72 (H): 0.30, atom 73 (H): 0.41, atom 74 (H): 0.42, atom 75 (H): 0.39

=====

ORCA calculation (ωB97M-V/def2-TZVPD) on a molecular structure, C26H43N10O4PbS.

The geometry in XYZ format:
```
85
Properties=species:S:1:pos:R:3
Pb 10.938 11.747 10.435
C 11.262 9.011 6.585
C 10.875 9.730 7.818
N 11.720 10.404 8.495
N 13.053 10.286 8.143
C 13.735 11.361 8.467
N 15.100 11.234 8.612
S 13.064 12.953 8.881
C 9.483 9.657 8.326
C 8.461 8.966 7.669
C 7.205 8.926 8.267
C 7.011 9.527 9.501
C 8.033 10.181 10.075
N 9.234 10.290 9.457
H 12.159 9.502 6.115
H 10.550 9.112 5.738
H 11.509 8.001 6.751
H 15.431 10.405 8.134
H 15.654 12.071 8.510
H 8.565 8.479 6.721
H 6.370 8.466 7.764
H 6.052 9.470 10.007
H 7.971 10.678 11.130
C 12.232 6.313 11.075
N 13.087 7.371 11.603
C 14.487 6.984 11.626
C 12.700 8.642 11.434
O 11.577 9.008 11.073
C 13.830 9.664 11.482
O 13.342 10.976 11.246
C 14.023 11.950 12.029
C 13.472 11.974 13.422
O 12.429 11.386 13.637
N 14.194 12.671 14.386
C 13.698 12.804 15.714
C 15.225 13.622 13.973
H 12.477 5.919 10.079
H 11.192 6.676 10.879
H 12.107 5.500 11.748
H 14.460 6.098 12.355
H 15.130 7.749 12.059
H 14.775 6.604 10.679
H 14.516 9.420 10.653
H 14.497 9.702 12.447
H 14.054 12.887 11.424
H 15.137 11.704 11.981
H 13.846 13.830 16.040
H 14.226 12.136 16.453
H 12.709 12.510 15.715
H 15.469 13.427 12.970
H 16.128 13.444 14.582
H 14.887 14.628 14.186
C 13.927 17.497 12.330
N 13.052 16.358 12.590
C 12.484 16.021 13.742
C 11.744 14.911 13.469
N 11.968 14.497 12.204
C 12.785 15.405 11.681
H 14.803 17.541 12.919
H 13.420 18.463 12.509
H 14.398 17.544 11.300
H 12.595 16.567 14.638
H 11.128 14.326 14.170
H 13.290 15.438 10.764
C 9.958 14.672 7.069
N 9.414 15.367 8.282
C 9.638 16.814 8.325
C 10.045 17.223 9.751
C 9.236 16.590 10.880
N 9.070 15.182 10.645
C 8.546 14.341 11.756
C 9.327 14.615 9.421
O 9.439 13.373 9.331
H 11.011 14.537 7.117
H 9.593 15.242 6.206
H 9.498 13.736 7.001
H 8.675 17.293 8.099
H 10.377 17.127 7.603
H 10.027 18.256 9.966
H 11.161 16.848 9.838
H 8.280 17.104 11.052
H 9.777 16.530 11.835
H 8.083 13.441 11.313
H 7.700 14.947 12.107
H 9.337 14.024 12.441
```

Values from the calculation:
Total energy (eV): -66828.93947
Total charge: +1
Gap between HOMO and LUMO (eV): 7.723
LUMO energy (eV): -2.30

Calculated atomic charges, method Mulliken, unit e: atom 1 (Pb): 1.30, atom 2 (C): -1.88, atom 3 (C): 0.25, atom 4 (N): 1.54, atom 5 (N): -1.38, atom 6 (C): 0.05, atom 7 (N): -0.31, atom 8 (S): -0.35, atom 9 (C): 0.59, atom 10 (C): -0.93, atom 11 (C): -0.41, atom 12 (C): -0.83, atom 13 (C): -0.23, atom 14 (N): 0.16, atom 15 (H): 0.42, atom 16 (H): 0.50, atom 17 (H): 0.29, atom 18 (H): 0.30, atom 19 (H): 0.28, atom 20 (H): 0.47, atom 21 (H): 0.44, atom 22 (H): 0.44, atom 23 (H): 0.33, atom 24 (C): -1.03, atom 25 (N): 0.09, atom 26 (C): -0.96, atom 27 (C): 0.37, atom 28 (O): -0.60, atom 29 (C): -1.28, atom 30 (O): 0.36, atom 31 (C): -1.52, atom 32 (C): 0.88, atom 33 (O): -0.66, atom 34 (N): 0.26, atom 35 (C): -1.18, atom 36 (C): -1.07, atom 37 (H): 0.38, atom 38 (H): 0.27, atom 39 (H): 0.37, atom 40 (H): 0.37, atom 41 (H): 0.32, atom 42 (H): 0.28, atom 43 (H): 0.63, atom 44 (H): 0.48, atom 45 (H): 0.62, atom 46 (H): 0.40, atom 47 (H): 0.38, atom 48 (H): 0.26, atom 49 (H): 0.44, atom 50 (H): 0.32, atom 51 (H): 0.38, atom 52 (H): 0.32, atom 53 (C): -0.94, atom 54 (N): 0.41, atom 55 (C): -1.32, atom 56 (C): -0.29, atom 57 (N): 0.73, atom 58 (C): -1.18, atom 59 (H): 0.39, atom 60 (H): 0.34, atom 61 (H): 0.30, atom 62 (H): 0.61, atom 63 (H): 0.37, atom 64 (H): 0.63, atom 65 (C): -1.23, atom 66 (N): 0.05, atom 67 (C): -0.80, atom 68 (C): -0.39, atom 69 (C): -0.63, atom 70 (N): 0.31, atom 71 (C): -0.90, atom 72 (C): 0.42, atom 73 (O): -0.70, atom 74 (H): 0.38, atom 75 (H): 0.42, atom 76 (H): 0.37, atom 77 (H): 0.28, atom 78 (H): 0.50, atom 79 (H): 0.52, atom 80 (H): -0.04, atom 81 (H): 0.42, atom 82 (H): 0.29, atom 83 (H): 0.19, atom 84 (H): 0.45, atom 85 (H): 0.14

=====

Which of these has the lowest total energy? C26H43MnN3OS2Si3Te